# 1
Density functional theory data (ωB97M-V/def2-TZVPD) for a structure of composition C18H48BF4O18PtS6.

Positions of all 96 atoms, in Å:
Pt 10.17470 19.46929 14.02179
B 9.89389 20.88912 16.28949
F 8.54344 21.08933 16.12958
F 10.44041 21.59187 17.34821
F 10.22244 19.50604 16.41906
F 10.52446 21.39281 15.07201
O 7.83008 21.61418 10.51348
S 7.35603 21.06983 11.74897
O 8.32865 20.69165 12.74386
O 6.29398 22.04309 12.43423
C 6.66913 23.46347 12.56708
C 7.53747 23.65262 13.79626
C 6.22404 19.71433 11.50573
H 5.70442 23.92058 12.76079
H 7.12318 23.83246 11.65007
H 8.48872 23.13114 13.90922
H 6.97882 23.34355 14.68237
H 7.75071 24.72224 13.89675
H 5.55987 20.00753 10.69655
H 5.60622 19.65881 12.40070
H 6.80690 18.80811 11.37790
O 9.58206 27.25003 18.78700
S 9.49730 25.94925 18.20297
O 8.26022 25.42025 17.71376
O 10.57087 25.97235 17.01221
C 10.65794 24.80333 16.21230
C 12.06741 24.76453 15.61509
C 10.23657 24.75366 19.34693
H 9.96187 24.77351 15.37029
H 10.49048 23.87766 16.76603
H 12.83461 24.86999 16.37908
H 12.12198 25.55647 14.86796
H 12.23399 23.81214 15.10602
H 9.65952 24.84076 20.26379
H 11.25430 25.11026 19.48114
H 10.16496 23.74610 18.94877
O 11.23270 20.68984 12.46714
S 11.65428 21.45866 11.32067
O 13.04900 21.64386 11.09954
O 10.97926 20.83457 10.02048
C 11.46070 19.54182 9.61438
C 11.88944 19.62217 8.16777
C 10.81696 23.01693 11.33158
H 10.67099 18.80233 9.77160
H 12.27291 19.15309 10.23641
H 11.21497 20.30107 7.63017
H 11.83703 18.69499 7.60319
H 12.84266 20.13668 8.03947
H 9.74729 22.84212 11.30170
H 11.21110 23.64727 10.54048
H 11.13974 23.46346 12.27583
O 6.50212 18.78170 16.55030
S 7.26324 17.99697 15.64103
O 8.17900 18.62229 14.71781
O 8.20066 16.97221 16.44453
C 7.74514 16.58220 17.75646
C 8.62843 15.45832 18.25195
C 6.21136 16.87556 14.77584
H 6.69942 16.27142 17.74807
H 7.87613 17.42299 18.43826
H 9.66604 15.78392 18.30420
H 8.56083 14.58929 17.58883
H 8.27135 15.11084 19.21996
H 5.85544 17.36715 13.87060
H 5.39704 16.53709 15.40575
H 6.84879 16.05783 14.44204
O 10.84094 17.32194 14.49448
S 11.41266 15.99473 14.51267
O 12.62255 15.73548 13.80751
O 11.61607 15.68083 16.06547
C 11.80053 14.29989 16.44862
C 12.81040 14.23928 17.56203
C 10.11564 14.85320 14.03230
H 12.08414 13.65029 15.61945
H 10.82332 13.92825 16.77533
H 12.89480 13.25492 18.01097
H 12.66192 14.98533 18.34640
H 13.77008 14.57462 17.15096
H 9.33316 14.94340 14.78107
H 10.52302 13.84800 13.96309
H 9.79932 15.14363 13.03243
O 14.82020 19.96777 14.51294
S 13.66442 19.56846 15.25615
O 12.40617 19.53231 14.55848
O 13.88271 18.10933 15.83322
C 15.24278 17.69932 16.20394
C 15.25082 17.11420 17.61472
C 13.52239 20.57687 16.72460
H 15.92018 18.53761 16.05251
H 15.50822 16.97668 15.43242
H 15.70354 17.79248 18.32582
H 15.60002 16.08533 17.56906
H 14.19371 16.96111 17.86135
H 14.18614 20.15566 17.47664
H 12.49924 20.58432 17.09121
H 13.84178 21.57578 16.43715

Values from the calculation:
Spin multiplicity: 3
Electronic energy (eV): -136098.0465
Total charge: +1
⟨S²⟩: 2.003
LUMO (spin up / spin down) (eV): -2.6 / -4.5
Orbital gap (spin up / spin down) (eV): 9.9 / 8.0


# 2
Density functional theory data (ωB97M-V/def2-TZVPD) for a structure of composition C18H48CuF5GeOSbSi3Te.

Positions of all 79 atoms, in Å:
Cu 0.06848 -0.18515 -0.30204
C -0.09342 0.59995 5.14047
Si 0.50609 0.89400 3.39165
C 2.37271 1.02889 3.37599
C -0.21523 2.50506 2.76439
Ge -0.20789 -0.89940 1.98262
Si 0.97256 -2.93162 2.38721
C 0.15301 -4.31571 1.44753
C 0.63046 -3.27265 4.21452
C 2.81550 -2.70136 2.26389
Si -2.58438 -1.16009 2.07674
C -3.40712 0.51232 1.89050
C -3.09397 -1.89828 3.71892
C -3.17755 -2.26265 0.68766
H 0.31753 1.36555 5.80470
H 0.21366 -0.37726 5.51755
H -1.18332 0.65162 5.19762
H 2.68809 2.00187 3.76199
H 2.77275 0.91805 2.36558
H 2.83164 0.25630 3.99693
H 0.17348 3.35105 3.33812
H -1.30396 2.51215 2.84566
H 0.03802 2.66333 1.71266
H -0.88483 -4.37461 1.78648
H 0.63638 -5.27416 1.65371
H 0.15054 -4.16965 0.36839
H -0.43722 -3.28374 4.44304
H 1.09952 -2.52026 4.85342
H 1.04317 -4.24772 4.49096
H 3.15574 -2.36431 1.28230
H 3.32983 -3.63905 2.49120
H 3.11604 -1.95533 3.00209
H -3.23200 1.14334 2.76496
H -4.48761 0.38764 1.77707
H -3.03187 1.04632 1.01415
H -2.75779 -1.28617 4.55866
H -2.68823 -2.90256 3.85477
H -4.18500 -1.96518 3.75980
H -2.82510 -1.89845 -0.28084
H -4.27058 -2.28483 0.66320
H -2.81921 -3.28768 0.79992
C -0.23730 4.31957 -1.83823
C -0.74911 3.25955 -2.81066
C -2.27513 3.23986 -2.82442
Sb 0.07110 1.31886 -2.35841
C 2.18071 1.66262 -2.65142
C 2.49361 2.55892 -3.84494
C 2.78154 2.17461 -1.34440
C -0.75522 0.12561 -3.95520
C -2.15211 -0.34675 -3.55836
C -0.71244 0.82229 -5.31140
H -0.63027 5.30073 -2.12079
H 0.84915 4.39560 -1.82858
H -0.57241 4.11306 -0.81862
H -0.38281 3.48510 -3.81565
H -2.67630 2.98338 -1.84067
H -2.68095 2.53732 -3.55056
H -2.65386 4.23260 -3.08501
H 2.58000 0.66268 -2.84068
H 2.10976 3.57214 -3.70684
H 2.07816 2.16107 -4.77114
H 3.57628 2.63549 -3.97998
H 2.45985 3.18850 -1.10200
H 3.87195 2.18494 -1.42517
H 2.52291 1.53068 -0.50036
H -0.09956 -0.74336 -3.98432
H -2.88799 0.45816 -3.56221
H -2.15856 -0.80196 -2.56584
H -2.49100 -1.10694 -4.26719
H -1.34487 1.71250 -5.33611
H -1.07058 0.14317 -6.09027
H 0.30262 1.11574 -5.58056
F 2.54032 -4.16398 -1.04145
Te 2.28932 -2.70127 -2.15315
F 2.33837 -1.45869 -3.55483
F 3.22941 -3.75024 -3.37333
F 0.75485 -3.47396 -2.86282
F 3.93686 -2.04642 -1.59678
O 1.36476 -1.68075 -1.01178

Values from the calculation:
Spin multiplicity: 2
Electronic energy (eV): -173701.8634
Total charge: 0
⟨S²⟩: 0.755
LUMO (spin up / spin down) (eV): 0.2 / -2.2
Orbital gap (spin up / spin down) (eV): 8.3 / 6.4


# 3
Density functional theory data (ωB97M-V/def2-TZVPD) for a cluster of 7 separate species, C18H48N2O7 in total.

Positions of all 75 atoms, in Å:
C 5.34425 1.47725 -0.73412
C 3.98709 1.43832 0.01519
C 3.22098 0.23694 -0.53500
C 4.18924 1.17616 1.50472
C 2.98721 1.45399 2.33830
C 2.34932 2.79571 2.03843
C 2.05760 2.99260 0.54713
C 0.86176 2.11917 0.19279
C 1.66718 4.46931 0.37735
N 3.37279 2.78060 -0.14712
O 3.05170 2.85910 -1.56765
H 5.04516 1.54535 -1.79266
H 5.97342 2.32782 -0.47632
H 5.82916 0.49916 -0.56301
H 2.57742 -0.15911 0.24138
H 2.60697 0.35118 -1.42543
H 3.90100 -0.57738 -0.80212
H 4.49185 0.12947 1.53183
H 5.05310 1.80948 1.77535
H 2.29118 0.60878 2.30586
H 3.33026 1.49935 3.37263
H 3.04031 3.60134 2.33312
H 1.43199 2.91356 2.61810
H -0.03886 2.57415 0.60956
H 0.84335 1.08519 0.61255
H 0.61275 2.02530 -0.86694
H 0.86027 4.49513 1.12193
H 1.35819 4.72302 -0.64530
H 2.56340 5.01552 0.69927
H 3.60502 3.60184 -1.83337
C -1.85793 -5.13032 0.58777
C -1.08630 -4.15079 -0.26034
C 0.39172 -4.15280 0.14251
C -1.15806 -4.71190 -1.69719
C -0.82230 -3.73441 -2.75812
C -1.65869 -2.50587 -2.75429
C -1.68485 -1.80636 -1.35801
C -0.41736 -0.93599 -1.28651
C -2.87042 -0.88435 -1.30374
N -1.83461 -2.90818 -0.30029
O -1.88212 -2.39510 1.02202
H -2.88880 -4.79771 0.49866
H -1.65890 -5.17482 1.68020
H -1.73124 -6.17781 0.19272
H 0.95844 -3.66568 -0.63667
H 0.71534 -5.19386 0.11891
H 0.60857 -3.75617 1.15254
H -0.50558 -5.59262 -1.68506
H -2.19437 -5.02369 -1.73815
H -0.79414 -4.20079 -3.74322
H 0.22302 -3.40037 -2.57471
H -2.66271 -2.74389 -3.10149
H -1.26518 -1.69737 -3.37015
H 0.39330 -1.53029 -1.71928
H -0.48303 -0.01392 -1.85803
H -0.15657 -0.76890 -0.22838
H -3.80350 -1.40045 -1.07769
H -2.68911 -0.08777 -0.57046
H -2.92030 -0.38491 -2.28755
H -1.04384 -1.98954 1.28640
O -6.34937 -0.10712 1.68485
H -5.44966 -0.05123 1.38602
H -6.88365 0.08375 0.90900
O -2.53347 2.81794 -1.86723
H -1.79097 3.44269 -1.82264
H -2.78426 2.64881 -0.95071
O -2.86212 5.00010 1.83661
H -2.79784 5.64827 2.52710
H -2.08008 5.11123 1.29455
O -3.10556 -0.45068 2.34425
H -3.51817 -0.66227 3.20625
H -2.88097 -1.31740 1.91653
O -2.64844 2.35345 1.14775
H -3.05281 3.03951 1.69602
H -2.94818 1.49127 1.47280

Values from the calculation:
Spin multiplicity: 1
Electronic energy (eV): -36755.0149
Total charge: 0
LUMO (eV): 0.4
Orbital gap (eV): 9.3
SMILES: CC1(C)CCCC(C)(C)N1O.CC1(C)CCCC(C)(C)N1O.O.O.O.O.O